Record 1
Here is one molecule with the formula C3H9ClO2Si in a non-equilibrium geometry from the Open Molecules 2025 dataset. Energies are from ωB97M-V/def2-TZVPD.

XYZ file:
```
16
Properties=species:S:1:pos:R:3:forces:R:3:mulliken_charge:R:1
Cl 1.43808 1.27918 -1.89585 -0.59 -0.10 0.36 -0.30
Si 0.36050 0.08488 -0.57776 0.07 0.29 1.37 0.64
O 0.64522 0.47833 1.04264 -0.45 -0.58 -1.68 -0.28
O -1.26733 0.21341 -0.87827 2.25 0.93 -0.25 -0.31
C 1.06913 -1.59212 -0.65681 -1.47 0.09 1.13 -0.87
C -2.16822 -0.62159 -0.22726 -0.28 -2.57 -0.33 -0.60
C 0.85684 1.81956 1.29430 0.14 2.44 0.93 -0.71
H -2.93797 -0.01247 0.25896 0.05 -0.44 -0.10 0.25
H 0.42786 -2.16080 0.06599 0.76 0.01 -0.70 0.24
H -0.00828 2.50520 1.06161 0.56 -0.80 -0.09 0.27
H -1.70054 -1.38420 0.50372 -0.56 1.46 -0.71 0.27
H 0.92213 -1.90258 -1.65425 -0.06 -0.97 -1.11 0.29
H 1.73823 2.18864 0.74620 -0.27 0.04 0.11 0.31
H 2.10417 -1.62555 -0.37696 0.40 0.01 0.17 0.29
H 1.06169 2.00870 2.36331 -0.07 -0.42 -0.31 0.25
H -2.54151 -1.27859 -1.06957 -0.47 0.62 1.20 0.24
```
Positions in Å, forces in eV/Å.

Results
charge = 0
multiplicity = 1
electronic energy = -1019.98586 a.u.
highest occupied orbital energy = -10.512 eV
gap between HOMO and LUMO = 0.4148 hartree

Record 2
Here is one molecule with the formula C15H17ClN2O from the Open Molecules 2025 dataset. Energies are from ωB97M-V/def2-TZVPD.

XYZ file:
```
36
Properties=species:S:1:pos:R:3:forces:R:3:mulliken_charge:R:1
Cl 2.30716 -3.60390 3.35463 0.12 -0.16 0.07 -0.23
O -1.18612 0.73208 1.49927 -0.05 -0.40 0.18 -0.43
N 1.24083 1.19604 -2.08847 0.19 -0.05 -0.29 0.29
N 2.01052 1.87472 -4.04231 0.32 0.42 -0.31 -0.67
C 0.92409 1.18861 -0.68736 -0.39 0.18 0.38 -0.80
C 0.92088 0.03909 2.52717 -0.21 0.26 -0.11 -0.42
C -0.74071 1.99976 1.06990 0.07 0.44 -0.46 -0.58
C 0.78413 0.31366 -3.02695 -0.09 -0.20 -0.19 -0.21
C -0.30348 -0.22074 1.92227 0.08 -0.35 0.17 0.43
C 0.08310 -2.57927 2.21780 0.13 0.13 0.08 -0.80
C -0.72929 -1.55163 1.77407 -0.05 0.26 0.02 1.00
C -2.03517 -1.83772 1.08266 0.06 0.07 -0.05 -1.17
C 1.72689 -0.99615 2.96831 -0.03 -0.22 -0.03 -0.85
C -2.53923 -0.85767 -1.15657 -0.05 0.03 -0.21 -0.95
C 1.30543 -2.30285 2.81029 -0.04 0.18 -0.05 0.14
C 1.27330 0.74843 -4.22424 -0.17 -0.18 0.10 -0.53
C -0.35127 1.99301 -0.41134 0.09 -0.23 0.42 -0.16
C 1.96860 2.11797 -2.76285 0.07 0.09 0.09 -0.01
C -1.86173 -1.70173 -0.40250 -0.05 -0.11 0.14 0.12
H -1.11262 -2.35368 -0.83542 0.07 -0.06 -0.14 0.37
H -0.23505 -3.60382 2.10012 -0.04 -0.11 0.00 0.41
H 0.17735 -0.52725 -2.76139 -0.14 -0.18 0.09 0.33
H -0.20821 3.02363 -0.74161 -0.01 0.04 -0.03 0.40
H 0.08415 2.37829 1.68103 -0.09 -0.01 0.04 0.29
H -1.60191 2.65954 1.20994 0.18 -0.04 0.04 0.32
H 1.76644 1.61694 -0.13502 -0.04 -0.13 -0.03 0.33
H -2.39050 -0.79041 -2.22187 0.07 -0.03 -0.19 0.33
H -2.79572 -1.13733 1.42781 -0.08 -0.09 0.00 0.32
H -1.17242 1.55664 -0.98349 0.01 0.08 -0.02 0.17
H 1.14591 0.32492 -5.19997 -0.08 -0.17 -0.16 0.40
H 1.26449 1.05154 2.66975 0.01 0.09 0.01 0.33
H -3.28607 -0.20387 -0.73676 -0.14 0.13 0.16 0.30
H 0.78633 0.15163 -0.36822 0.14 0.13 -0.05 0.24
H -2.35192 -2.85681 1.31539 -0.02 0.03 0.07 0.49
H 2.67512 -0.78255 3.43507 0.09 -0.01 0.05 0.43
H 2.45672 2.94090 -2.27912 0.09 0.17 0.22 0.37
```
Positions in Å, forces in eV/Å.

Results
charge = 0
multiplicity = 1
electronic energy = -1226.70368 a.u.
highest occupied orbital energy = -8.672 eV
gap between HOMO and LUMO = 0.3416 hartree

Record 3
Here is C8H8NO3S as an isolated structure in a non-equilibrium geometry from the Open Molecules 2025 dataset. Energies are from ωB97M-V/def2-TZVPD.

XYZ file:
```
21
Properties=species:S:1:pos:R:3:forces:R:3:mulliken_charge:R:1
S 0.66584 2.26387 -0.85431 -0.20 0.12 -0.01 -0.30
O 2.57097 -1.50825 0.64302 0.34 -1.44 -0.14 -0.69
O -1.64326 0.67825 1.81692 -0.55 0.37 0.07 -0.68
O -3.21503 -0.41839 0.59552 -1.59 -0.16 -0.27 -0.69
N 0.74368 -0.00411 0.50371 -3.59 -3.51 -1.10 -0.01
C 0.94606 1.33346 0.72552 2.76 1.22 -1.32 -0.29
C 1.99746 -0.46339 0.69313 0.10 2.39 0.40 0.28
C -1.11197 0.15983 -1.45019 -0.96 -1.02 -0.61 -0.92
C -1.02750 -0.56786 -0.17895 2.39 0.65 1.74 1.65
C -2.11899 0.00942 0.90010 2.63 -0.69 0.06 0.45
C -1.00245 -2.06847 -0.36860 2.25 -0.35 -2.60 -1.54
C -0.49781 1.29150 -1.77532 -0.10 1.25 -1.49 -0.17
C 2.50344 1.01745 0.99920 -1.23 -0.22 2.45 -0.59
H -0.66734 1.82143 -2.79106 0.21 -1.15 1.76 0.21
H -1.89011 -2.52697 -0.05002 -1.75 -0.28 -0.18 0.41
H -1.85200 -0.43213 -2.09450 1.15 1.47 0.37 0.24
H -0.67177 -2.34152 -1.48483 -1.25 0.56 2.11 0.29
H 3.27361 1.36137 0.34045 0.17 0.41 -0.54 0.30
H 2.79823 1.26957 2.12046 -0.55 -0.77 -2.26 0.22
H -0.27788 -2.66102 0.16104 0.80 0.56 0.76 0.35
H 0.47684 1.78594 1.54870 -1.04 0.60 0.78 0.49
```
Positions in Å, forces in eV/Å.

Results
charge = -1
multiplicity = 1
electronic energy = -988.27983 a.u.
highest occupied orbital energy = -4.618 eV
gap between HOMO and LUMO = 0.2838 hartree

Record 4
Here is C38H31N8O5RuS as an isolated structure from the Open Molecules 2025 dataset. Energies are from ωB97M-V/def2-TZVPD.

XYZ file:
```
84
Properties=species:S:1:pos:R:3:forces:R:3:mulliken_charge:R:1
Ru -0.93146 1.03490 -0.28620 -0.25 0.12 0.14 -0.58
S -1.80350 -1.85937 1.12009 0.03 -0.09 -0.25 1.07
O 2.79986 0.26899 0.18990 0.09 0.05 -0.07 -0.64
O -1.98366 4.95745 0.47302 -0.02 0.00 0.02 -0.80
O -2.95698 -2.70176 0.93363 -0.06 -0.02 0.16 -0.77
O 3.69867 -0.36910 4.75167 0.01 0.00 0.01 -0.43
O -1.78727 -0.99565 2.26517 0.08 0.14 0.05 -0.73
N -1.55699 -0.95343 -0.21036 0.11 -0.19 -0.44 1.41
N -0.79732 3.06386 -0.14874 0.00 -0.26 -0.25 0.62
N -2.94440 1.55977 0.08944 0.21 0.26 0.36 0.65
N -1.55925 0.84462 -2.21608 0.10 -0.19 0.25 1.06
N 1.05004 1.31742 -0.88277 0.09 0.15 0.14 0.47
N 0.81700 -1.06416 -2.40328 -0.05 0.10 -0.06 0.29
N 1.58441 0.70203 3.33363 0.05 0.19 -0.04 0.07
N -0.11465 1.08073 1.60562 -0.10 0.20 -0.07 -0.21
C 1.48831 2.61780 -0.51392 -0.01 -0.07 -0.02 0.49
C -2.02685 -1.38855 -1.46518 -0.09 -0.02 -0.02 0.43
C 3.05161 -1.62819 -1.77748 -0.06 -0.10 0.00 -0.85
C 1.93469 -2.89545 -3.45884 0.01 0.00 0.00 -1.06
C -1.45503 1.76231 -3.14324 -0.05 0.05 0.02 -0.37
C -0.39028 -2.92586 1.26407 -0.07 -0.02 0.03 0.03
C -2.46009 -2.65219 -1.80966 0.03 -0.07 0.01 -0.95
C -2.37488 0.30667 -4.78955 0.02 0.06 0.00 -0.80
C 0.68956 0.92098 2.41309 -0.04 -0.15 0.09 0.47
C 1.93538 0.29606 -0.68553 -0.10 0.03 -0.04 -0.13
C -1.86298 1.52915 -4.46795 -0.03 -0.05 -0.01 -1.14
C 1.30367 -0.12367 4.50771 0.01 -0.06 -0.02 -0.48
C 1.98593 -3.22066 1.22014 0.00 -0.02 0.02 -0.57
C -3.08931 2.86748 0.36882 -0.07 0.01 -0.13 0.29
C -1.87718 3.75949 0.23327 -0.05 -0.06 0.03 0.27
C 0.50700 3.56755 -0.18816 0.07 0.06 0.06 0.32
C -5.40833 2.57669 0.82481 -0.01 0.00 0.01 -0.38
C 3.17092 4.34299 -0.35060 -0.04 0.01 0.01 -0.82
C 0.86803 4.89176 0.06800 0.02 0.07 0.02 -1.07
C 2.19735 5.27346 -0.01043 0.02 -0.04 0.00 -0.70
C -2.94114 -2.00966 -4.09887 0.04 0.01 0.05 -1.03
C 2.89369 1.36212 3.26657 0.02 -0.08 0.02 -0.14
C 2.81799 3.02743 -0.60232 0.05 0.01 0.03 -0.57
C -2.92320 -2.94737 -3.10758 0.04 0.03 -0.02 -0.99
C 0.87678 -2.40976 1.04652 -0.02 0.01 0.05 1.24
C -4.30370 3.40619 0.74846 -0.02 0.00 -0.05 -0.79
C 2.47227 -1.07534 4.69977 -0.01 -0.01 -0.02 -0.40
C -2.03789 -0.40290 -2.50536 0.07 0.03 -0.03 -0.06
C 1.89772 -0.85666 -1.66447 0.13 -0.04 0.08 0.36
C -4.01373 0.76272 0.14412 -0.09 0.00 0.04 -0.22
C -5.26285 1.23720 0.50294 0.05 -0.01 -0.02 -1.22
C 0.54716 -5.04903 1.84439 0.01 0.02 -0.01 -0.76
C 0.83714 -2.06919 -3.27202 -0.03 -0.02 0.01 0.09
C -2.46974 -0.70840 -3.80920 -0.04 -0.05 -0.03 0.92
C 3.06882 -2.66203 -2.69727 -0.01 0.02 0.01 -0.54
C -0.56739 -4.24035 1.66866 -0.05 -0.06 -0.09 -0.63
C 3.95188 0.30868 3.52929 0.01 -0.03 -0.03 -0.49
C 1.81989 -4.54121 1.61945 0.01 0.00 0.00 -0.75
H -1.76570 2.31752 -5.20013 0.01 0.00 0.00 0.45
H -6.09624 0.55066 0.54123 0.00 -0.01 0.00 0.49
H -4.33832 4.46409 0.96573 0.00 0.00 0.00 0.56
H -6.37054 2.96718 1.12911 0.00 0.01 -0.01 0.43
H 0.10016 5.60484 0.32179 0.01 -0.02 -0.01 0.54
H -3.86295 -0.28055 -0.08573 0.01 -0.02 0.02 0.62
H 2.97412 -2.81618 1.03924 -0.01 0.00 0.00 0.48
H 3.58287 2.31021 -0.86291 -0.01 -0.01 -0.01 0.50
H 0.98929 -1.38117 0.74617 0.03 0.06 0.03 -0.98
H -1.04312 2.71357 -2.82989 0.01 -0.01 -0.01 0.48
H 4.20967 4.63893 -0.42466 0.00 0.00 0.00 0.42
H 2.48983 -1.79778 3.87383 0.00 -0.02 -0.01 0.18
H 3.95195 -3.27657 -2.81674 0.00 -0.01 0.00 0.46
H 2.46827 6.30197 0.18993 0.01 0.00 0.00 0.40
H -1.56803 -4.62060 1.82631 0.01 0.01 0.01 0.56
H 0.42058 -6.07858 2.15268 0.00 0.00 0.00 0.41
H 2.68579 -5.17676 1.75470 0.00 0.00 0.00 0.42
H 2.37451 -1.61454 5.64096 0.00 0.01 0.00 0.38
H 0.37563 -0.66981 4.33877 0.00 0.01 0.00 0.35
H 1.89717 -3.69502 -4.18611 0.00 0.00 0.00 0.44
H 2.93940 2.14777 4.02609 0.00 0.01 -0.02 0.31
H 3.89814 -1.40711 -1.14418 0.00 0.02 -0.01 0.53
H -2.46280 -3.44020 -1.07480 0.01 0.01 -0.02 0.54
H 3.01468 1.78713 2.27108 0.00 0.02 0.01 0.06
H -2.69976 0.08851 -5.79972 0.00 0.00 0.00 0.45
H 1.18995 0.52171 5.38363 0.00 -0.01 0.00 0.32
H 4.93550 0.76701 3.61731 0.00 0.01 0.02 0.38
H -3.26262 -3.95506 -3.31133 0.00 0.00 0.00 0.42
H -0.07036 -2.21921 -3.84826 -0.02 -0.02 0.00 0.28
H 3.96323 -0.40501 2.69637 -0.01 0.01 0.00 0.23
H -3.28601 -2.24352 -5.09767 -0.01 0.00 0.00 0.40
```
Positions in Å, forces in eV/Å.

Results
charge = 0
multiplicity = 2
electronic energy = -2774.09411 a.u.
highest occupied orbital energy (alpha / beta) = -7.077 / -7.050 eV
gap between HOMO and LUMO (alpha / beta) = 0.2553 / 0.2314 hartree